Record 1
ORCA calculation (ωB97M-V with the def2-TZVPD basis set) on a structure of composition C44H80AsF6N6O10S5 at a distorted geometry.

Last column: Mulliken charge in e.
Geometry (Å):
As  0.2308  -0.0980  -0.1675  2.412
F  1.1100  1.2529  -0.8727  -0.190
F  1.6705  -0.4781  0.7801  -0.632
F  -0.6072  -1.3935  0.6626  -0.382
F  -1.1696  0.2277  -1.1793  -0.238
F  0.8117  -1.1410  -1.4355  -0.614
F  -0.3575  0.9763  1.0873  -0.594
C  -4.2876  2.0725  -4.7303  -1.654
C  -3.1754  1.1948  -4.1520  1.572
C  -3.6504  -0.2250  -3.8025  1.575
C  -4.8077  -0.7339  -4.5594  -0.188
N  -5.7060  -1.0988  -5.1704  -0.620
H  -4.5572  1.7585  -5.7385  0.510
H  -3.9201  3.0993  -4.7966  0.423
H  -5.1705  2.0778  -4.0927  0.276
H  -2.8161  1.6696  -3.2425  -1.127
H  -2.3743  1.0684  -4.8833  0.087
H  -4.0088  -0.2058  -2.7709  -0.828
H  -2.8791  -0.9909  -3.8887  0.004
C  1.4476  -4.8835  1.7839  -1.381
C  2.3503  -3.6844  1.5480  2.561
C  3.8246  -4.0535  1.4937  -0.279
C  4.3158  -4.8671  2.5951  0.084
N  4.6939  -5.5244  3.4589  -0.549
H  0.4137  -4.6179  2.0297  0.235
H  1.7101  -5.4621  2.6726  0.471
H  1.3501  -5.4941  0.8868  0.360
H  2.1621  -2.8927  2.2752  -1.325
H  2.1214  -3.2471  0.5744  -0.542
H  4.4761  -3.1763  1.4985  0.029
H  3.9938  -4.6537  0.5944  0.442
C  -0.7268  -2.3269  3.8499  0.170
C  -1.6802  -1.2174  4.3087  0.445
C  -1.2308  -0.6259  5.6497  0.170
C  -1.2003  -1.5552  6.7760  -0.056
N  -1.1737  -2.2944  7.6522  -0.486
H  0.2914  -1.9409  3.7381  -0.604
H  -0.9699  -2.5692  2.8136  -0.332
H  -0.7466  -3.1875  4.5149  0.634
H  -2.6617  -1.6678  4.4532  0.471
H  -1.6536  -0.4480  3.5385  -0.412
H  -1.8706  0.2098  5.9563  0.536
H  -0.2515  -0.1371  5.6101  -0.358
C  -0.0808  -4.6885  -4.1498  -1.639
C  0.1954  -3.6610  -3.0205  0.613
C  0.6328  -4.3077  -1.7140  1.584
C  -0.2590  -5.3751  -1.2621  -0.070
N  -0.9653  -6.1783  -0.8426  -0.748
H  0.7510  -5.4002  -4.1869  0.412
H  -0.0179  -4.1704  -5.1072  0.425
H  -1.0189  -5.2218  -4.0273  0.352
H  -0.7833  -3.1785  -2.9710  -0.290
H  0.9186  -2.9406  -3.3879  -0.077
H  0.6295  -3.5344  -0.9394  -1.095
H  1.6402  -4.7295  -1.6555  0.498
C  -3.4808  -2.4270  -1.2423  -0.915
C  -3.2805  -3.2054  0.0496  0.574
C  -3.7850  -4.6407  0.0847  -0.475
C  -5.1908  -4.8000  -0.3105  0.038
N  -6.2929  -4.9022  -0.6091  -0.504
H  -4.5078  -2.2938  -1.5877  0.648
H  -2.9827  -2.8949  -2.0980  0.434
H  -3.0225  -1.4435  -1.1395  -0.141
H  -3.8394  -2.7133  0.8526  0.169
H  -2.2267  -3.2375  0.3227  -0.432
H  -3.7245  -5.0826  1.0826  0.484
H  -3.2134  -5.3235  -0.5490  0.045
C  -4.7514  0.9815  1.7440  -0.861
C  -3.5177  1.3814  0.9098  1.975
C  -4.0369  2.2543  -0.2092  0.073
S  -5.7533  1.7221  -0.5754  1.033
O  -5.8134  0.9726  -1.8107  -0.600
O  -6.6219  2.8619  -0.3400  -0.741
C  -5.8413  0.5386  0.7668  -0.619
H  -5.0685  1.8160  2.3758  0.388
H  -4.5330  0.1794  2.4520  0.319
H  -3.0970  0.4387  0.5488  -0.808
H  -2.7635  1.8383  1.5480  -0.848
H  -3.4896  2.3392  -1.1495  -0.703
H  -4.0904  3.3072  0.0683  0.545
H  -5.6015  -0.4521  0.3798  0.121
H  -6.8089  0.4610  1.2583  0.535
C  2.1020  1.9223  -5.7847  -0.993
C  1.6375  1.8999  -4.2978  0.000
C  0.7855  0.6179  -4.2039  -0.119
S  1.8007  -0.6016  -5.1874  1.324
O  0.9296  -1.1548  -6.2038  -0.762
O  2.6407  -1.4113  -4.3273  -0.700
C  2.8372  0.6065  -6.0222  -0.796
H  2.7002  2.8067  -5.9833  0.451
H  1.1213  1.9278  -6.2662  0.374
H  1.0755  2.7799  -3.9967  0.678
H  2.5299  1.7657  -3.6788  -0.862
H  -0.0937  0.8289  -4.8126  -0.015
H  0.5446  0.2142  -3.2239  -0.143
H  2.9418  0.3783  -7.0777  0.522
H  3.7831  0.5383  -5.4850  0.303
C  -0.2994  2.7954  3.6756  0.663
C  0.6298  3.3917  2.5968  2.893
C  0.9596  4.8503  2.9259  -0.978
S  0.1802  5.2157  4.5699  1.174
O  -1.1464  5.7334  4.3011  -0.663
O  1.0697  5.9051  5.4594  -0.676
C  -0.0319  3.4625  5.0236  -1.165
H  -0.1910  1.7186  3.8276  -0.635
H  -1.3559  2.9157  3.4254  0.256
H  0.2018  3.3100  1.6018  -1.813
H  1.5423  2.8010  2.6052  -1.125
H  0.5625  5.6230  2.2722  0.493
H  2.0328  4.9927  3.0389  0.492
H  -0.9112  3.5078  5.6661  0.595
H  0.8314  3.0685  5.5555  0.343
C  4.1869  0.3315  -1.9803  0.469
C  5.3295  0.2101  -0.9943  -1.080
C  4.9851  1.2497  0.0753  0.008
S  4.6288  2.7701  -0.8922  1.159
O  5.8971  3.4361  -1.1305  -0.748
O  3.5152  3.4728  -0.2875  -0.519
C  4.0923  1.8047  -2.3863  -0.576
H  3.2707  0.0871  -1.4499  -0.559
H  4.2422  -0.3077  -2.8628  0.483
H  6.2445  0.5461  -1.4949  0.400
H  5.5479  -0.7632  -0.5576  0.333
H  5.7406  1.5039  0.8132  0.647
H  4.0136  1.0936  0.5492  -0.468
H  4.6973  2.2059  -3.1961  0.427
H  3.0358  2.0545  -2.4806  0.490
C  4.2164  -0.8769  3.2063  0.612
C  3.0208  -0.7847  4.1856  -1.170
C  2.5947  0.6630  4.1086  0.854
S  4.0922  1.6525  4.0534  1.139
O  4.3397  2.1738  5.3716  -0.770
O  3.9623  2.5789  2.9462  -0.496
C  5.1807  0.1900  3.7076  -1.100
H  3.8757  -0.7081  2.1831  -0.411
H  4.5965  -1.8934  3.3124  0.364
H  3.3477  -0.8989  5.2258  0.557
H  2.2225  -1.4983  4.0026  -0.148
H  1.9560  1.0543  4.8960  0.491
H  2.1772  0.8512  3.1137  -0.882
H  5.5132  -0.1920  4.6746  0.433
H  6.0576  0.4925  3.1427  0.462
N  -1.0750  3.5061  -0.9570  0.561
C  -0.9459  3.4265  -2.3124  -0.056
C  -1.6151  4.4877  -2.8532  -0.545
C  -2.3063  5.1698  -1.7989  -1.159
C  -1.8898  4.5458  -0.6320  -0.783
H  -0.6493  2.9271  -0.2542  -0.021
H  -0.4144  2.5625  -2.6780  -0.041
H  -1.6441  4.7043  -3.9099  0.590
H  -2.9630  6.0200  -1.7362  0.426
H  -2.1155  4.7357  0.4054  0.742

Calculated values
2S+1: 1
Electronic energy in a.u.: -7631.54604
Charge: -1
Orbital gap in eV: 8.484
HOMO energy in eV: -6.8825
M in g mol⁻¹: 1202.40

=====

Record 2
ORCA calculation (ωB97M-V with the def2-TZVPD basis set) on a structure of composition C17H14F5N2O5STe2V at a distorted geometry.

Last column: Mulliken spin population.
Geometry (Å):
V  1.1590  -1.1944  0.3526  1.141
O  4.0788  -1.9990  2.1445  -0.001
C  3.3599  -1.1027  1.7746  0.010
O  3.1138  -0.7751  0.5258  0.002
C  2.3987  -0.2766  2.7007  -0.005
O  2.7186  0.1445  3.7890  0.000
O  1.2529  -0.0818  2.1012  -0.013
C  0.0039  2.0582  -2.1164  0.002
Te  1.6671  1.2409  -1.0499  -0.008
C  1.5338  2.9675  0.1884  0.002
C  0.4882  3.8587  -0.4341  0.000
C  0.2326  5.1177  0.1086  0.000
C  -0.7377  5.9416  -0.4338  0.000
C  -1.4715  5.5093  -1.5306  0.000
C  -1.2232  4.2604  -2.0718  -0.001
C  -0.2416  3.4276  -1.5357  0.001
H  -0.8769  1.4308  -1.9781  -0.001
H  0.2439  2.0913  -3.1771  0.000
H  2.5124  3.4429  0.1998  -0.001
H  1.2781  2.6906  1.2112  0.000
H  0.8056  5.4478  0.9673  0.000
H  -0.9230  6.9173  -0.0029  0.000
H  -2.2362  6.1437  -1.9606  0.000
H  -1.7961  3.9166  -2.9253  0.000
N  -1.1726  1.0009  1.2498  0.002
C  -1.7152  -0.1723  0.8404  0.000
N  -0.9996  -1.2251  0.5773  -0.008
C  -1.7958  -2.3389  0.2953  0.017
C  -1.3451  -3.6338  0.0565  -0.005
C  -2.2887  -4.6102  -0.2110  0.000
C  -3.6535  -4.3225  -0.2456  0.000
C  -4.1100  -3.0388  -0.0021  0.001
C  -3.1653  -2.0609  0.2710  0.000
S  -3.4385  -0.3794  0.6638  0.001
H  -0.2766  0.8879  1.7338  0.000
H  -1.7992  1.6788  1.6490  0.000
H  -0.2901  -3.8630  0.0864  -0.001
H  -1.9486  -5.6205  -0.3965  0.000
H  -4.3645  -5.1103  -0.4580  0.000
H  -5.1670  -2.8077  -0.0177  0.000
F  3.1319  -4.3838  -2.0542  0.000
Te  3.2319  -3.6665  -0.3191  -0.002
F  4.6636  -4.7901  0.1674  -0.001
F  2.0604  -5.2118  -0.0053  0.000
F  1.3221  -2.6515  1.4138  0.030
F  4.6395  -2.6661  -1.2074  0.000
O  1.1399  -2.1920  -0.9350  -0.161

Calculated values
2S+1: 2
Electronic energy in a.u.: -3519.80777
Charge: -1
Orbital gap (spin up / spin down) in eV: 8.001 / 7.999
HOMO energy (spin up / spin down) in eV: -6.1360 / -6.1355
M in g mol⁻¹: 759.51

=====

Record 3
ORCA calculation (ωB97M-V with the def2-TZVPD basis set) on a cluster of 3 separate species, C20H45O11PS3 in total at a distorted geometry.

Last column: Mulliken charge in e.
Geometry (Å):
C  3.5355  -2.2715  0.1511  -0.158
C  3.1586  -1.6446  -1.1868  -0.837
O  1.8000  -1.2367  -1.3388  -0.555
C  1.1594  -0.8711  -0.1448  2.287
C  -0.1710  -0.2063  -0.5224  -0.680
O  -0.2772  1.0885  0.0725  -0.206
C  -1.6005  1.5734  -0.1295  -0.661
C  -2.4260  1.3426  1.1320  -0.740
O  -3.0518  0.0708  1.1009  -0.277
C  -4.3699  0.1128  0.5999  -0.723
P  -5.0425  -1.5826  0.2179  -0.231
C  -3.7917  -2.5528  -0.7379  -0.619
C  -2.5109  -2.9069  0.0070  -0.901
C  -1.4777  -3.3582  -1.0360  -0.967
C  -0.3701  -4.1444  -0.3770  0.584
O  -0.3354  -4.4532  0.7346  -0.518
O  0.6693  -4.4802  -1.1839  -0.526
C  -6.3958  -1.2167  -1.0372  -0.787
S  -6.6609  -2.4985  -2.2881  -0.156
C  -5.4238  -2.2835  -3.6046  -0.162
C  -5.0958  -0.8316  -3.9822  -1.005
H  4.5625  -2.6180  0.0443  0.407
H  3.5420  -1.5774  0.9851  -0.221
H  2.9571  -3.1649  0.3576  0.397
H  3.8635  -0.8471  -1.4297  0.347
H  3.3255  -2.4115  -1.9415  0.424
H  1.7119  -0.1447  0.4512  0.150
H  0.8976  -1.7369  0.4666  -0.541
H  -1.0107  -0.8283  -0.2158  -0.648
H  -0.2148  -0.0980  -1.6099  0.420
H  -2.0942  1.0185  -0.9298  0.300
H  -1.5991  2.6146  -0.4400  0.519
H  -3.1959  2.1117  1.2061  0.445
H  -1.7308  1.3995  1.9628  0.413
H  -4.4190  0.7564  -0.2936  0.534
H  -5.0226  0.5671  1.3494  0.294
H  -3.5234  -1.9769  -1.6314  0.242
H  -4.2476  -3.4692  -1.0985  0.747
H  -2.7077  -3.6822  0.7381  0.555
H  -2.0823  -2.0567  0.5270  0.004
H  -1.9877  -4.0143  -1.7438  0.595
H  -1.0448  -2.5016  -1.5454  0.597
H  0.4423  -4.1805  -2.0787  0.381
H  -7.3432  -1.1238  -0.5241  0.441
H  -6.2111  -0.2326  -1.4698  0.320
H  -5.8231  -2.8122  -4.4607  0.419
H  -4.4971  -2.7832  -3.3397  0.128
H  -5.7568  -0.5184  -4.7829  0.325
H  -4.0825  -0.8023  -4.3783  0.296
H  -5.1114  -0.1567  -3.1355  0.223
C  2.0867  2.7779  0.2525  -0.085
C  3.2718  3.5715  0.7653  -0.660
O  3.6097  4.6738  -0.1026  -0.302
S  2.6881  5.9698  -0.0547  1.249
C  3.7613  7.0338  -0.9594  -0.960
O  2.5978  6.4232  1.2983  -0.652
O  1.5102  5.7354  -0.8292  -0.618
H  1.1717  3.3664  0.2872  0.318
H  1.9359  1.8884  0.8578  -0.124
H  2.2415  2.4804  -0.7856  0.237
H  3.0975  3.9342  1.7796  0.343
H  4.1549  2.9356  0.7987  0.316
H  4.6740  7.1808  -0.3885  0.317
H  3.2422  7.9801  -1.0950  0.379
H  3.9719  6.5803  -1.9244  0.311
C  2.4058  -2.3332  2.1499  -0.971
C  1.9042  -0.9030  2.1848  0.412
O  2.5647  -0.1042  3.1840  -0.461
S  4.0384  0.4045  2.8640  1.200
C  4.1552  1.5784  4.1715  -1.023
O  4.0237  1.0895  1.6067  -0.558
O  4.9629  -0.6555  3.1087  -0.638
H  3.4402  -2.3843  1.8099  0.321
H  1.7935  -2.9256  1.4683  0.107
H  2.3673  -2.7815  3.1426  0.474
H  2.0010  -0.4247  1.2070  -1.152
H  0.8466  -0.8937  2.4451  0.474
H  3.4238  2.3647  4.0053  0.307
H  5.1630  1.9875  4.1517  0.395
H  3.9757  1.0697  5.1150  0.368

Calculated values
2S+1: 1
SMILES string: CCOCCOCCOCP(CCCC(=O)O)CSCC.CCOS(C)(=O)=O.CCOS(C)(=O)=O
Electronic energy in a.u.: -3152.28890
Orbital gap in eV: 8.565
HOMO energy in eV: -8.1774
M in g mol⁻¹: 588.74